(1)
ORCA calculation (the ωB97M-V functional and the def2-TZVPD basis) on 19 unconnected molecules or ions with the total composition C49H142N32O25.

The geometry in XYZ format:
```
248
Properties=species:S:1:pos:R:3:forces:R:3:mulliken_charge:R:1
C -2.33939 -4.39249 -4.77969 -3.1 -1.3 1.9 0.49
O -2.26051 -4.74727 -3.60951 0.3 -0.2 0.6 -0.70
N -1.35210 -4.01213 -5.49653 5.0 1.1 -2.2 -0.25
N -3.48465 -4.37269 -5.47420 -1.6 0.0 -0.4 -0.40
H -1.39674 -3.89243 -6.49842 -0.1 -0.1 0.3 0.20
H -0.44733 -4.28228 -5.13804 0.1 0.5 -0.2 0.09
H -4.34251 -4.65229 -5.02032 0.1 0.3 -0.2 0.26
H -3.45752 -3.89321 -6.36271 -0.7 -0.3 0.2 0.18
C -5.48146 1.53967 0.11173 3.3 0.5 2.0 0.45
O -4.58898 1.92347 0.86753 0.8 -0.2 0.6 -0.65
N -5.33218 0.60436 -0.78533 -0.3 -1.8 -2.3 -0.03
N -6.65088 2.08135 0.18696 -4.1 1.5 -0.6 -0.38
H -4.56295 -0.05013 -0.79002 0.3 0.4 -0.1 -0.32
H -6.14593 0.42292 -1.35542 0.4 -0.6 0.0 0.17
H -7.24350 1.93839 -0.61831 -0.5 0.4 0.6 0.13
H -6.89445 2.70995 0.93906 0.2 0.0 -0.5 0.28
C 1.18505 2.42839 3.97206 -4.6 -2.6 -3.3 -0.06
O 0.48439 1.52251 3.40388 0.4 0.4 1.1 -0.28
N 0.68115 3.52252 4.43246 -2.4 2.7 1.8 -0.03
N 2.43197 2.45626 3.89756 7.5 -0.5 0.1 -0.06
H -0.32287 3.62366 4.38994 0.2 0.4 0.3 -0.09
H 1.29982 4.24525 4.77158 -0.7 0.0 -0.1 0.17
H 2.95958 3.26759 4.18648 -0.3 -0.3 0.0 0.00
H 2.98752 1.75704 3.42579 -0.3 -0.6 -0.1 0.27
C 1.84691 -4.39618 3.62311 3.2 2.2 1.4 0.63
O 2.44096 -4.16721 4.64313 0.6 -0.2 3.3 -0.75
N 0.74511 -4.99679 3.49104 -6.3 -3.9 0.9 -0.24
N 2.30964 -3.89236 2.54014 1.9 1.3 -4.9 -0.35
H 0.29181 -5.25554 4.35572 0.0 -0.1 -0.3 0.22
H 0.25970 -5.24481 2.64075 0.4 0.3 0.1 0.16
H 3.13155 -3.30888 2.60433 -0.2 -0.3 -0.2 0.02
H 1.78770 -4.00756 1.68318 0.6 0.5 0.0 -0.10
C 3.05418 -0.59874 1.83106 2.2 3.0 -0.5 0.14
O 3.62638 0.27415 2.44676 1.9 1.5 1.1 -0.97
N 1.89094 -0.97339 2.12563 -5.2 -2.1 1.9 0.36
N 3.48345 -1.05692 0.68091 2.1 -1.4 -2.9 1.09
H 1.54300 -0.56863 2.98307 -0.5 -0.3 0.0 -0.27
H 1.59472 -1.85456 1.73080 -0.8 0.2 0.4 -0.14
H 4.27221 -0.57997 0.26802 -0.2 -0.5 0.1 0.23
H 2.90743 -1.70338 0.16092 0.2 0.1 -0.2 -0.90
C -4.85607 -4.90373 3.36897 -1.7 -0.5 0.5 0.64
O -5.11168 -3.87211 2.85953 -1.4 4.2 -2.2 -0.77
N -3.92484 -4.98684 4.23003 4.6 -1.1 3.5 -0.23
N -5.64262 -5.94630 3.30016 -3.0 -3.2 -1.2 -0.46
H -3.41877 -4.14874 4.47821 0.4 -0.2 0.0 0.14
H -3.70976 -5.89154 4.62417 0.3 0.5 0.2 0.16
H -5.55984 -6.82911 3.78378 0.3 0.5 0.0 0.13
H -6.50001 -5.81825 2.78190 0.4 -0.1 -0.1 0.24
C 0.66676 -3.91763 -0.52346 -0.7 -1.9 -1.6 0.30
O 1.07794 -2.99460 0.14336 0.2 1.9 0.9 0.66
N -0.50470 -4.13373 -1.04267 -4.6 2.6 0.0 -0.01
N 1.40514 -4.93043 -0.88307 4.5 -2.0 0.3 -0.26
H -1.19297 -3.42598 -0.82948 -0.5 -0.3 -0.2 -0.28
H -0.82367 -4.87470 -1.65040 0.4 0.1 0.1 0.21
H 1.10024 -5.78636 -1.32410 0.1 0.4 0.4 0.23
H 2.32923 -4.82113 -0.49035 0.7 -1.0 -0.4 0.00
C -1.86850 4.02014 1.48257 2.0 -1.0 0.7 -0.12
O -0.97221 4.80666 1.65363 2.9 0.8 0.4 -0.73
N -3.04034 4.42662 1.23762 -7.1 3.1 -1.7 -0.05
N -1.86159 2.69347 1.56281 1.6 -2.4 0.4 2.83
H -3.80150 3.81087 0.98944 0.2 -0.2 0.1 0.03
H -3.25140 5.40183 1.08102 0.6 -0.2 0.2 0.26
H -2.72614 2.17793 1.47983 0.2 -0.1 -0.1 -0.55
H -1.00297 2.21348 1.79190 -0.1 0.0 0.3 -1.26
C 5.72973 -1.48533 -3.82508 3.5 -0.8 2.9 0.70
O 6.81339 -1.61029 -3.26390 0.9 0.6 1.9 -0.81
N 5.69449 -1.81679 -5.04357 -0.8 -1.5 -6.6 -0.31
N 4.59853 -1.19542 -3.26862 -3.0 1.4 2.0 0.64
H 6.48524 -2.35442 -5.36880 -0.3 0.3 -0.1 0.28
H 4.81018 -1.90881 -5.52278 0.2 -0.4 -0.2 -0.03
H 4.65190 -0.71820 -2.38008 -0.1 -0.1 -0.3 -0.22
H 3.83416 -0.94800 -3.88069 -0.5 0.1 0.4 0.40
C -4.23413 -3.64591 -0.07241 -1.4 -1.2 0.8 0.21
O -4.75500 -4.74607 0.13549 0.2 0.0 0.0 -0.81
N -4.42299 -2.56231 0.65561 -1.6 1.0 1.5 0.25
N -3.43642 -3.39388 -1.07444 2.1 -0.6 -2.9 0.06
H -3.96720 -1.67818 0.48050 0.0 -0.4 0.3 -0.10
H -5.01403 -2.76920 1.44805 0.3 0.7 0.3 0.37
H -3.22930 -4.17540 -1.67978 0.0 0.5 -0.4 0.16
H -3.22107 -2.42717 -1.27239 0.3 -0.2 -0.4 -0.04
C 4.30250 2.26418 -2.46900 -2.5 2.1 -1.1 0.56
O 3.75335 2.91982 -3.37539 0.6 -0.7 0.4 -0.67
N 3.78329 1.95177 -1.31896 -1.8 -0.9 2.6 0.27
N 5.49275 1.76210 -2.47674 4.6 -0.9 -3.1 -0.30
H 4.33360 1.23497 -0.86788 -1.1 0.5 0.8 -0.15
H 2.92151 2.36824 -0.99650 -0.7 -0.1 0.5 -0.03
H 5.99882 1.42422 -1.67062 0.0 0.2 -0.6 0.17
H 5.88678 1.81020 -3.40546 0.9 -0.3 0.4 0.25
C -1.42834 -0.55247 -0.41467 1.5 0.3 1.3 -0.24
O -2.51296 -0.66266 -0.90618 -4.1 -0.4 -1.3 -0.02
N -1.22215 -0.54244 0.90267 0.1 0.1 1.6 1.57
N -0.35636 -0.43203 -1.17722 1.5 0.1 -0.2 1.12
H -0.36588 -0.18556 1.30208 0.1 0.0 -0.1 -0.55
H -2.02564 -0.53851 1.51462 -0.2 -0.1 -0.2 -0.66
H -0.58112 -0.46181 -2.16145 0.5 -0.2 -0.2 -0.45
H 0.49193 -0.75551 -0.73466 0.3 0.1 -0.7 -0.42
C 2.43822 -4.01926 -5.08929 0.6 0.4 -1.5 0.54
O 2.99094 -3.39207 -5.96239 0.9 1.1 -0.8 -0.68
N 1.53302 -3.59330 -4.26584 -3.1 2.1 2.7 0.77
N 2.60930 -5.30188 -4.91901 1.5 -4.5 -0.5 -0.33
H 1.36699 -2.61130 -4.09789 0.2 -0.1 0.0 -0.85
H 1.17720 -4.26422 -3.59999 0.0 0.7 0.3 0.06
H 3.17521 -5.76844 -5.61339 -0.1 0.0 0.2 0.26
H 2.03338 -5.88625 -4.33002 0.3 0.2 -0.2 0.12
C -2.44576 -0.98082 -4.38843 0.0 -0.2 0.1 -0.63
O -1.25874 -0.28646 -3.92477 -1.4 -0.3 -0.7 0.25
C -0.22524 -0.45623 -4.83991 1.4 -0.9 -0.1 -1.04
C 0.95852 0.42008 -4.46233 -2.0 1.4 0.6 -0.27
N 2.26779 -0.05310 -4.67189 1.6 -0.9 -1.8 -0.19
C 2.55470 -0.37316 -6.09921 -0.8 0.1 -1.0 -0.41
C 2.19918 0.71172 -7.07785 0.7 1.8 0.4 -0.63
O 3.05556 1.86019 -6.72448 -1.4 -0.2 -0.2 -0.36
C 2.48887 3.11911 -7.08065 -0.7 -0.3 -1.0 -0.75
H -2.78082 -1.71628 -3.65704 -0.2 0.5 0.6 -0.06
H -2.27887 -1.63811 -5.24179 0.6 0.4 -0.3 0.32
H -3.21516 -0.26976 -4.68932 0.0 0.1 0.3 0.12
H -0.45820 -0.20405 -5.87443 -0.7 0.1 -0.1 0.88
H 0.00560 -1.52030 -4.89076 0.3 -0.3 0.1 -0.02
H 0.90032 0.80128 -3.44283 -0.2 -0.6 0.3 0.16
H 0.70620 1.33253 -5.00258 0.5 0.6 -0.3 -0.14
H 2.84564 0.75814 -4.50423 0.5 0.4 0.4 0.36
H 1.97555 -1.21693 -6.47433 0.1 -0.5 0.6 0.22
H 3.59714 -0.56648 -6.35226 0.1 -0.3 0.9 0.26
H 1.13117 0.92904 -7.06217 -0.1 0.6 0.4 0.09
H 2.35505 0.40854 -8.11317 0.5 -0.1 -0.1 0.72
H 1.46957 3.29033 -6.73453 -0.1 -0.3 0.9 0.16
H 2.31309 3.13985 -8.15618 0.5 0.1 -0.5 0.39
H 3.06894 3.99732 -6.79717 0.4 -0.6 0.2 0.28
C 4.49143 5.08197 2.73896 0.9 0.4 0.9 -0.54
O 3.93812 5.37111 1.55605 -2.6 0.1 -3.4 -0.49
C 3.02111 4.32200 1.12301 0.2 2.3 -0.3 0.31
C 2.46329 4.65636 -0.26861 -0.2 1.1 2.7 -1.15
N 1.55936 3.61429 -0.60085 -1.0 -1.3 -3.5 0.70
C 0.87714 4.06506 -1.84944 -1.2 -1.9 -1.1 -1.44
C -0.24472 3.05673 -2.34137 0.0 1.1 0.0 0.19
O -1.56427 3.51205 -1.98241 0.4 -1.2 1.3 -0.55
C -2.48364 2.44609 -1.69289 -0.5 1.0 -0.3 1.52
H 5.23108 4.33811 2.44284 0.7 -0.3 1.6 0.34
H 3.77107 4.76692 3.49390 -0.1 -0.5 0.1 0.00
H 4.82060 6.05385 3.10666 1.0 -0.3 0.3 0.30
H 2.18127 4.45498 1.80497 -0.2 -1.0 0.2 0.12
H 3.51166 3.34862 1.12401 -0.1 -0.2 0.3 0.23
H 3.26461 4.90071 -0.96595 -0.2 -0.7 -0.4 0.26
H 1.80815 5.52405 -0.19106 0.6 0.9 0.3 0.57
H 0.75910 3.43396 -0.01165 0.4 0.5 1.2 -0.48
H 1.57507 4.09925 -2.68599 0.4 0.2 0.3 0.50
H 0.39798 5.03555 -1.72033 0.0 0.2 0.1 0.48
H 0.01780 2.04490 -2.03257 -0.4 0.0 0.7 -0.05
H -0.33561 2.97835 -3.42474 0.8 0.3 -0.4 0.12
H -3.40869 2.96261 -1.43674 -0.2 0.0 -0.2 -0.09
H -2.32053 1.81855 -0.81672 0.8 0.2 -0.1 -1.07
H -2.65837 1.82181 -2.56916 0.1 -0.2 -0.1 0.05
C 4.30916 -3.77539 -1.68720 0.4 0.2 -0.1 -0.47
O 4.36504 -4.64014 -0.59175 1.1 -0.6 1.2 -0.45
C 5.42019 -4.32037 0.36277 -0.1 -2.6 1.0 -0.57
C 6.80083 -5.11720 0.16229 -0.9 0.2 -2.1 -0.68
N 7.77305 -4.77930 1.14466 -1.7 1.1 1.0 -0.29
C 9.04804 -5.43555 1.14258 0.1 1.0 -1.8 -0.68
C 10.00933 -4.74944 0.09247 1.0 0.0 1.6 -0.62
O 9.75155 -4.84422 -1.28211 0.4 -0.3 -0.7 -0.28
C 10.89135 -4.42394 -2.02986 0.7 0.1 -0.3 -0.88
H 3.84795 -2.85846 -1.32035 0.2 0.4 -0.6 0.10
H 3.71181 -4.21868 -2.48392 -0.2 0.0 0.2 -0.04
H 5.30874 -3.64146 -2.10075 0.0 0.5 0.0 0.63
H 5.07918 -4.78909 1.28586 -0.4 -0.1 0.1 0.33
H 5.42733 -3.27598 0.67470 0.6 0.4 -0.9 0.31
H 7.21997 -4.91015 -0.82238 -0.2 0.2 -0.6 0.43
H 6.66343 -6.19800 0.12951 -0.7 -0.1 0.4 0.32
H 7.82831 -3.78672 0.96623 1.0 0.3 0.7 0.25
H 8.89382 -6.49681 0.94752 0.1 -0.1 -0.1 0.33
H 9.42709 -5.32603 2.15866 0.6 0.0 -0.2 0.33
H 11.03583 -5.05279 0.29829 0.3 -0.7 0.0 0.47
H 10.09748 -3.69151 0.33970 -0.5 0.5 0.3 0.39
H 11.83476 -4.89483 -1.75357 -0.2 -0.9 0.4 0.35
H 11.22291 -3.38992 -1.93506 -0.9 0.6 0.4 0.35
H 10.79795 -4.58733 -3.10349 -0.7 -0.2 0.2 0.28
C 0.54936 5.44997 11.99783 1.3 0.8 -0.8 -0.61
O 0.40109 6.25270 10.80232 -0.9 -1.2 -0.7 -0.37
C 0.82443 5.64141 9.51249 -0.2 0.7 1.8 -0.56
C 0.37664 4.19144 9.22648 1.9 0.4 -0.8 -0.57
N -0.96418 4.04374 8.78926 -1.8 1.2 -0.3 -0.41
C -1.31732 4.77914 7.51552 0.4 -1.1 1.8 -0.02
C -2.49086 4.07601 6.90981 -0.3 1.1 -1.2 -1.12
O -2.02690 3.35107 5.80071 -0.6 -1.2 0.0 0.08
C -3.13907 2.67029 5.18774 1.7 0.9 -1.1 -0.50
H -0.13749 5.80194 12.76753 -0.3 -0.2 -0.4 0.23
H 1.54757 5.65653 12.38386 0.3 0.0 0.2 0.27
H 0.55253 4.36987 11.85136 -0.7 0.1 -0.2 0.26
H 1.87765 5.92090 9.48546 0.6 -1.4 0.0 0.39
H 0.50705 6.30066 8.70456 -0.9 0.0 0.3 0.26
H 0.66535 3.43589 9.95715 -0.4 0.4 0.6 0.56
H 0.99959 3.86987 8.39184 0.8 0.2 -0.5 0.23
H -1.17901 3.06944 8.63212 0.1 0.0 0.0 0.26
H -0.46347 4.70820 6.84174 0.0 0.2 -0.4 0.10
H -1.59537 5.82459 7.64908 0.4 0.0 0.6 0.24
H -3.17149 4.83446 6.52303 -0.4 0.3 -0.1 0.42
H -3.10866 3.49337 7.59315 0.3 -0.4 0.3 0.40
H -3.62515 2.02578 5.92017 -0.4 0.1 -0.4 0.51
H -2.72437 2.17231 4.31131 0.2 -0.8 0.5 -0.54
H -3.68508 3.43738 4.63862 -1.2 0.1 0.7 0.42
C -6.17726 -0.90145 6.70193 0.8 1.5 0.0 -0.88
O -5.36274 -0.13329 5.73003 -1.9 -2.2 -0.3 -0.17
C -5.93777 -0.29127 4.38505 0.9 0.1 1.2 -1.12
C -4.91600 0.04971 3.34896 0.2 -0.8 -0.5 0.17
N -3.82281 -0.97381 3.16001 -0.4 0.7 0.0 0.88
C -2.61419 -0.62796 3.89376 0.8 0.4 0.6 -0.11
C -1.50975 -1.71880 3.93779 -1.8 -0.4 -0.5 -0.68
O -1.86180 -2.71949 4.92369 0.0 0.7 -1.2 -0.05
C -0.99383 -2.69591 6.01246 0.5 -0.6 0.7 -0.96
H -7.24453 -0.78769 6.51192 0.0 0.4 0.0 0.34
H -5.89749 -0.45869 7.65785 -0.3 0.1 0.1 0.26
H -6.02895 -1.97327 6.83360 0.7 -0.2 -0.8 0.26
H -6.78928 0.38179 4.28487 -0.2 0.1 0.1 0.52
H -6.26310 -1.30563 4.15411 -0.2 -0.3 0.6 0.46
H -4.57807 1.06976 3.53171 0.5 -0.2 -0.4 0.09
H -5.52257 0.02233 2.44374 0.2 0.4 -0.4 -0.26
H -4.17911 -1.83465 3.55003 -0.2 -0.5 -0.2 -0.17
H -2.93644 -0.35895 4.89969 0.7 0.3 0.4 0.92
H -2.18944 0.23384 3.37898 0.2 0.3 0.3 -0.67
H -0.47196 -1.41079 4.06510 -0.2 0.6 0.3 0.46
H -1.55969 -2.15239 2.93899 0.1 -0.6 0.0 -0.15
H -0.00073 -3.07696 5.77449 0.2 -0.4 -0.3 0.31
H -1.45465 -3.35535 6.74792 0.2 0.2 0.3 0.27
H -0.77748 -1.71391 6.43315 -0.6 0.3 0.1 0.27
C -1.66780 2.19472 -7.19073 -2.7 -0.1 -0.4 -1.20
O -3.05238 1.90649 -6.77157 3.0 -0.5 2.6 -0.12
C -4.09765 2.45349 -7.44167 -0.3 -0.9 -2.0 -0.67
C -5.39005 1.78634 -6.99695 -0.7 2.0 -0.2 -0.93
N -6.06109 2.58967 -5.89630 0.9 -1.2 -0.9 -0.43
C -5.35602 2.54124 -4.63163 0.1 -0.5 1.0 -0.21
C -5.86718 3.65185 -3.68853 0.3 -2.0 -2.0 -0.15
O -5.53367 4.87575 -4.34188 -1.2 -0.8 1.5 -0.36
C -5.83019 5.95318 -3.47808 1.1 1.1 -0.3 -0.86
H -1.47841 3.26743 -7.15162 0.2 0.0 0.2 0.37
H -1.68920 1.86072 -8.22808 0.8 0.0 -0.2 0.46
H -0.99344 1.60993 -6.56515 -0.2 0.2 -0.1 0.23
H -3.93414 2.16760 -8.48071 -0.3 0.1 -0.8 0.52
H -4.16006 3.54121 -7.47454 0.0 0.3 0.6 0.34
H -5.26320 0.70632 -6.92245 0.1 0.1 1.0 0.32
H -6.04204 1.85873 -7.86744 -0.4 0.2 0.0 0.39
H -5.94804 3.54084 -6.21661 -0.3 0.3 -0.2 0.31
H -4.26629 2.55745 -4.61300 0.4 0.7 -0.8 0.12
H -5.49250 1.53439 -4.23702 -0.6 -0.1 0.6 0.34
H -5.42630 3.43037 -2.71659 0.2 0.8 0.3 0.09
H -6.94284 3.47826 -3.65786 -0.3 0.6 0.3 0.39
H -6.72994 5.99248 -2.86406 -0.5 -0.9 -0.4 0.35
H -5.87458 6.82351 -4.13282 0.2 0.2 0.3 0.28
H -5.00921 6.02299 -2.76449 0.2 0.4 0.1 0.26
```
Positions in Å, forces in eV/Å.

2S+1: 1
energy above the lowest of the compared OMol25 structures with the same formula, charge and spin: 847.6 kJ/mol
orbital gap: 8.07 eV
net charge: 0


(2)
ORCA calculation (the ωB97M-V functional and the def2-TZVPD basis) on C3H3N2OP in the gas phase.

The geometry in XYZ format:
```
10
Properties=species:S:1:pos:R:3:forces:R:3:mulliken_charge:R:1
C -0.20857 0.36296 -0.20786 0.4 0.0 -0.4 -0.59
O -0.55876 -0.81897 -0.98331 -1.3 -0.8 0.1 -0.29
P -1.77478 -1.99598 -0.59193 1.3 2.9 -1.0 0.04
C -2.53757 -1.67713 -2.21262 0.5 -1.0 1.6 0.31
N -3.08343 -1.31884 -3.14492 -0.7 0.4 -1.2 -0.33
C -0.79954 -3.42734 -0.96692 0.0 0.1 -0.1 0.36
N -0.10253 -4.33733 -0.95386 0.2 -0.4 -0.1 -0.31
H 0.84114 0.61400 -0.56745 -1.6 0.2 0.0 0.23
H 0.00270 -0.07433 0.74927 -0.4 0.7 1.1 0.32
H -0.96828 1.26912 -0.22575 1.5 -2.1 -0.1 0.24
```
Positions in Å, forces in eV/Å.

2S+1: 1
energy above the lowest of the compared OMol25 structures with the same formula, charge and spin: 132.4 kJ/mol
orbital gap: 10.28 eV
SMILES: COP(C#N)C#N
net charge: 0


HOMO energy for every record listed, in sequence, given in eV: -8.4, -11.0.